Record 1
C29H29N9O4PbS2 | ωB97M-V with the def2-TZVPD basis set

Element x y z (Å)
Pb -0.275 -0.369 -0.369
C -3.203 -1.897 -4.156
O -2.551 -3.052 -3.573
C -1.902 -2.578 -2.488
N -2.113 -1.383 -2.132
C -3.121 -0.826 -3.052
C -2.767 0.549 -3.556
C -3.779 1.466 -3.820
C -3.467 2.744 -4.258
C -2.139 3.116 -4.418
C -1.129 2.204 -4.152
C -1.438 0.916 -3.734
C -0.984 -3.535 -1.830
C -0.852 -4.824 -2.329
C 0.050 -5.675 -1.716
C 0.796 -5.207 -0.650
C 0.589 -3.902 -0.223
N -0.297 -3.087 -0.785
C 1.421 -3.341 0.867
N 1.328 -2.189 1.381
C 2.362 -2.099 2.424
C 3.166 -3.405 2.249
O 2.370 -4.184 1.336
C 3.226 -0.867 2.295
C 3.793 -0.302 3.435
C 4.660 0.778 3.328
C 4.957 1.305 2.075
C 4.369 0.760 0.941
C 3.509 -0.326 1.043
H -4.217 -2.182 -4.425
H -2.643 -1.606 -5.045
H -4.067 -0.759 -2.505
H -4.814 1.190 -3.648
H -4.259 3.459 -4.442
H -1.894 4.123 -4.727
H -0.090 2.494 -4.237
H -0.632 0.231 -3.488
H -1.436 -5.132 -3.183
H 0.186 -6.685 -2.078
H 1.537 -5.821 -0.160
H 1.857 -2.078 3.395
H 3.295 -3.975 3.166
H 4.134 -3.223 1.783
H 3.564 -0.714 4.413
H 5.113 1.198 4.218
H 5.642 2.140 1.987
H 4.564 1.177 -0.039
H 3.029 -0.707 0.142
N 0.511 1.144 2.799
N 1.474 2.139 2.557
C 1.507 2.703 1.312
N 2.417 3.676 1.150
N 0.644 2.242 0.425
N 0.565 2.719 -0.854
O 1.290 3.633 -1.185
O -2.362 3.667 -0.631
H 0.407 1.055 3.800
H 0.815 0.254 2.413
H 2.379 2.015 2.997
H 3.110 3.829 1.861
H 2.538 4.019 0.209
S 1.493 -0.538 -2.001
S -2.788 2.204 -0.506
C -2.745 1.958 1.164
N -2.338 3.040 1.867
C -2.270 3.070 3.217
C -2.629 1.981 3.943
C -3.042 0.813 3.246
C -3.095 0.789 1.888
H -2.080 3.818 1.244
H -1.930 3.998 3.654
H -2.589 2.010 5.021
H -3.319 -0.070 3.807
H -3.411 -0.088 1.343

LUMO level	0.000	Eh
HOMO	-0.231	Ha

Population analysis type Löwdin, resulting atomic charges in e: 0.74, -0.05, 0.01, -0.33, 0.08, -0.24, -0.24, -0.07, -0.09, -0.08, -0.06, -0.06, -0.18, 0.03, -0.02, 0.02, -0.18, 0.09, -0.32, 0.12, -0.25, -0.06, 0.00, -0.22, -0.06, -0.10, -0.11, -0.07, -0.04, 0.13, 0.14, 0.15, 0.11, 0.10, 0.10, 0.11, 0.02, 0.12, 0.11, 0.12, 0.15, 0.13, 0.13, 0.11, 0.10, 0.10, 0.11, 0.01, 0.06, -0.01, -0.43, 0.20, -0.03, -0.10, -0.06, -0.64, 0.09, 0.03, 0.11, 0.11, 0.08, -0.28, 0.84, -0.56, 0.06, -0.09, -0.09, -0.07, -0.10, 0.12, 0.13, 0.10, 0.11, 0.10

---

Record 2
C29H30As2BeN3O12Se | ωB97M-V with the def2-TZVPD basis set

Element x y z (Å)
Be -0.330 -0.075 0.823
O 0.933 -1.572 -3.172
C 0.412 -1.278 -1.998
O -0.560 -0.562 -1.859
C 1.073 -1.911 -0.829
C 1.969 -2.967 -0.906
C 2.397 -3.558 0.280
C 1.940 -3.062 1.491
C 1.078 -1.969 1.477
N 0.667 -1.417 0.345
C 0.505 -1.268 2.708
O 0.709 -1.676 3.817
O -0.191 -0.245 2.355
H 0.444 -1.147 -3.902
H 2.302 -3.329 -1.866
H 3.075 -4.398 0.246
H 2.220 -3.492 2.441
C -2.393 2.160 2.457
O -3.502 2.609 1.698
C -3.713 2.498 0.381
O -4.350 3.382 -0.142
C -3.388 1.265 -0.417
C -3.567 1.354 -1.748
As -3.407 -0.047 -3.107
C -5.267 0.068 -3.759
C -3.522 -1.668 -2.000
C -2.828 -1.750 -0.859
As -2.601 -0.291 0.431
C -4.035 -0.762 1.684
C -2.121 -2.863 -0.208
O -1.966 -2.817 1.001
O -1.462 -3.829 -0.854
C -1.351 -4.018 -2.253
C -3.915 -2.767 -2.909
O -3.577 -2.684 -4.072
O -4.666 -3.783 -2.504
C -5.125 -3.903 -1.165
C -3.438 2.612 -2.544
O -2.304 2.756 -2.986
O -4.384 3.408 -2.930
C -5.724 3.307 -2.483
H -2.464 2.705 3.401
H -1.451 2.429 1.969
H -2.399 1.084 2.677
H -5.365 0.930 -4.418
H -5.971 0.168 -2.931
H -5.510 -0.824 -4.336
H -4.804 -1.332 1.159
H -4.484 0.139 2.112
H -3.607 -1.375 2.479
H -2.104 -4.724 -2.614
H -0.362 -4.457 -2.407
H -1.437 -3.089 -2.820
H -4.300 -4.036 -0.460
H -5.749 -4.795 -1.149
H -5.721 -3.034 -0.873
H -5.931 4.146 -1.821
H -5.903 2.377 -1.945
H -6.353 3.371 -3.370
C 3.498 1.929 -1.002
N 2.393 1.917 -1.920
C 1.083 1.920 -1.613
Se 0.350 1.946 0.108
N 0.362 1.982 -2.738
C 1.212 2.020 -3.816
C 0.981 2.083 -5.183
C 2.094 2.118 -6.001
C 3.390 2.093 -5.481
C 3.629 2.025 -4.121
C 2.517 1.980 -3.293
H 3.114 2.052 0.011
H 4.155 2.767 -1.238
H 4.064 0.997 -1.076
H -0.653 2.129 -2.781
H -0.021 2.123 -5.577
H 1.967 2.176 -7.071
H 4.224 2.132 -6.161
H 4.626 2.022 -3.714

LUMO level	-0.136	Eh
HOMO	-0.416	Ha
charge	+1

Population analysis type Löwdin, resulting atomic charges in e: -0.14, 0.16, -0.47, 0.01, -0.14, 0.04, 0.01, 0.07, -0.10, 0.13, -0.53, 0.14, -0.09, 0.16, 0.13, 0.13, 0.14, -0.07, -0.02, -0.46, 0.13, -0.25, -0.29, 1.37, -0.25, -0.29, -0.29, 1.36, -0.19, -0.54, 0.07, 0.01, -0.02, -0.59, 0.07, 0.01, -0.02, -0.56, 0.05, 0.03, -0.03, 0.12, 0.03, 0.05, 0.03, 0.04, 0.03, 0.04, 0.04, 0.05, 0.11, 0.11, 0.09, 0.09, 0.11, 0.10, 0.10, 0.09, 0.11, -0.01, -0.06, -0.62, 0.94, 0.14, -0.17, 0.01, -0.07, -0.06, 0.01, -0.15, 0.06, 0.11, 0.11, 0.11, 0.12, 0.11, 0.11, 0.12

---

Record 3
C29H30Br4N4O6S3Ta | ωB97M-V with the def2-TZVPD basis set

Element x y z (Å)
Ta -1.067 -0.317 -1.167
C -5.785 0.146 -4.929
S -5.910 -0.836 -3.405
C -4.266 -0.696 -2.741
S -3.119 -1.855 -3.416
N -4.151 0.097 -1.752
N -3.032 0.187 -0.992
C -3.246 0.916 0.179
C -2.437 0.626 1.235
C -2.606 1.080 2.588
C -1.909 0.486 3.581
C -1.001 -0.583 3.282
C -0.788 -0.907 1.984
N -1.413 -0.282 0.952
H -6.791 0.175 -5.346
H -5.453 1.155 -4.696
H -5.109 -0.331 -5.634
H -4.116 1.554 0.232
H -3.317 1.871 2.785
H -2.043 0.792 4.612
H -0.464 -1.096 4.064
H -0.081 -1.682 1.702
Br 2.587 -6.323 -0.357
C 2.109 -4.552 -0.797
C 3.060 -3.672 -1.304
Br 4.842 -4.232 -1.577
C 2.691 -2.360 -1.611
Br 3.925 -1.081 -2.255
C 1.387 -1.923 -1.425
O 0.971 -0.699 -1.661
C 0.414 -2.823 -0.922
O -0.798 -2.323 -0.774
C 0.792 -4.118 -0.603
Br -0.539 -5.241 0.122
C -0.416 -1.166 -5.608
C -1.088 -0.234 -4.591
C -0.085 0.866 -4.219
C -2.281 0.450 -5.262
C -1.472 -1.084 -3.326
H -0.161 -0.626 -6.523
H -1.079 -1.995 -5.870
H 0.505 -1.579 -5.189
H 0.265 1.370 -5.124
H 0.781 0.452 -3.701
H -0.553 1.614 -3.578
H -1.927 1.093 -6.072
H -2.824 1.069 -4.544
H -2.963 -0.286 -5.680
H -0.851 -1.986 -3.358
C 1.641 0.209 7.582
C 2.209 0.735 6.294
C 1.850 1.994 5.824
C 2.331 2.464 4.613
C 3.180 1.665 3.869
C 3.555 0.406 4.313
C 3.071 -0.048 5.526
S 3.866 2.307 2.364
O 5.290 2.122 2.374
O 3.360 3.641 2.179
N 3.266 1.230 1.251
C 1.817 1.260 0.991
C 1.381 2.380 0.035
C -0.128 2.374 -0.204
O -0.870 3.101 0.404
O -0.540 1.532 -1.155
H 1.337 1.024 8.238
H 2.361 -0.423 8.102
H 0.756 -0.402 7.381
H 1.188 2.616 6.415
H 2.062 3.441 4.233
H 4.230 -0.193 3.714
H 3.363 -1.029 5.883
H 3.821 1.259 0.399
H 1.301 1.365 1.948
H 1.560 0.290 0.574
H 1.882 2.240 -0.927
H 1.668 3.331 0.471

LUMO level	0.078	Eh
HOMO	-0.148	Ha
charge	-1

Population analysis type Löwdin, resulting atomic charges in e: 1.90, -0.41, 0.79, -0.98, 0.88, -0.06, -0.25, -0.12, -0.32, -0.04, -0.10, -0.10, -0.16, -0.09, 0.02, 0.03, 0.01, 0.11, 0.11, 0.09, 0.09, 0.11, 0.69, -0.76, -0.76, 0.69, -0.64, 0.75, -0.42, -0.25, -0.41, -0.25, -0.64, 0.76, -0.07, -0.66, -0.08, -0.09, -0.57, 0.08, 0.08, 0.08, 0.08, 0.07, 0.07, 0.09, 0.08, 0.04, 0.03, -0.05, -0.27, -0.03, -0.05, -0.29, -0.04, -0.03, 0.64, -0.30, -0.30, -0.12, -0.20, -0.07, -0.55, 0.12, -0.21, 0.07, 0.08, 0.08, 0.11, 0.12, 0.12, 0.11, 0.10, 0.12, 0.09, 0.13, 0.10

---

Record 4
C29H30BrFeN6O2S | ωB97M-V with the def2-TZVPD basis set

Element x y z (Å)
Fe -0.173 -0.075 -0.364
O -3.320 2.247 0.714
C -2.516 1.546 0.118
N -1.794 0.524 0.591
C -1.987 0.193 1.978
C -1.144 -1.001 2.343
C -1.418 -1.733 3.495
C -0.617 -2.808 3.823
C 0.444 -3.137 2.987
C 0.642 -2.370 1.859
N -0.127 -1.325 1.540
C -2.250 1.803 -1.361
C -2.798 2.894 -2.011
C -2.525 3.058 -3.359
C -1.728 2.128 -4.013
C -1.224 1.066 -3.281
N -1.481 0.906 -1.986
H -3.035 -0.021 2.213
H -1.707 1.026 2.639
H -2.256 -1.450 4.116
H -0.818 -3.387 4.713
H 1.096 -3.970 3.200
H 1.446 -2.599 1.170
H -3.416 3.577 -1.447
H -2.926 3.904 -3.902
H -1.502 2.220 -5.065
H -0.590 0.313 -3.739
C 4.048 -1.234 -3.597
C 3.443 -0.620 -2.373
C 4.005 -0.807 -1.104
C 3.439 -0.219 0.014
C 2.305 0.551 -0.202
Br 1.578 1.575 1.214
N 1.714 0.711 -1.372
C 2.283 0.130 -2.439
H 5.135 -1.172 -3.569
H 3.704 -0.737 -4.503
H 3.786 -2.291 -3.669
H 4.900 -1.409 -1.001
H 3.852 -0.334 1.004
H 1.779 0.291 -3.384
C -3.618 -1.653 -6.501
C -2.719 -1.410 -5.298
C -3.050 -2.403 -4.196
N -2.183 -2.332 -3.011
C -0.919 -2.700 -2.873
S -0.043 -2.388 -1.446
N -0.292 -3.398 -3.876
C -0.695 -4.508 -4.676
O -0.053 -4.736 -5.667
C -1.824 -5.362 -4.218
C -2.084 -5.573 -2.866
C -3.116 -6.420 -2.492
C -3.887 -7.042 -3.464
C -3.617 -6.842 -4.811
C -2.577 -6.013 -5.192
H -3.419 -0.941 -7.299
H -4.670 -1.554 -6.231
H -3.471 -2.654 -6.910
H -2.853 -0.394 -4.926
H -1.670 -1.517 -5.582
H -3.041 -3.419 -4.582
H -4.060 -2.238 -3.817
H -2.535 -1.820 -2.214
H 0.709 -3.273 -3.899
H -1.472 -5.110 -2.105
H -3.311 -6.599 -1.444
H -4.696 -7.696 -3.169
H -4.213 -7.342 -5.562
H -2.338 -5.861 -6.236

LUMO level (alpha / beta)	-0.101 / -0.107	Eh
HOMO (alpha / beta)	-0.403 / -0.412	Ha
2S+1	5
charge	+1

Population analysis type Löwdin, resulting atomic charges in e: 0.53, 0.06, -0.51, -0.09, -0.17, -0.25, 0.00, -0.04, -0.05, -0.16, 0.01, -0.17, 0.02, -0.03, -0.05, -0.15, 0.05, 0.14, 0.14, 0.12, 0.12, 0.11, 0.09, 0.13, 0.12, 0.11, 0.10, -0.03, -0.24, 0.01, -0.07, -0.77, 0.89, -0.02, -0.09, 0.09, 0.09, 0.09, 0.13, 0.12, 0.12, -0.09, -0.24, -0.15, 0.06, -0.78, 0.73, 0.11, -0.39, 0.13, -0.18, -0.03, -0.06, -0.06, -0.05, -0.02, 0.08, 0.08, 0.08, 0.09, 0.11, 0.10, 0.14, 0.13, 0.13, 0.10, 0.11, 0.11, 0.11, 0.13

---

Record 5
C29H30CoF6N6O5S7 | ωB97M-V with the def2-TZVPD basis set

Element x y z (Å)
Co -0.319 0.091 0.412
C -4.167 -1.155 3.951
S -3.995 0.571 3.457
C -2.750 0.488 2.247
S -1.741 -0.903 2.097
N -2.718 1.575 1.494
N -1.714 1.580 0.603
C -1.686 2.467 -0.307
C -0.531 2.429 -1.213
C -0.168 3.509 -2.006
C 0.974 3.430 -2.779
C 1.741 2.277 -2.731
C 1.315 1.245 -1.917
N 0.202 1.302 -1.192
H -4.920 -1.156 4.739
H -3.220 -1.536 4.329
H -4.502 -1.748 3.102
H -2.465 3.221 -0.381
H -0.776 4.405 -1.981
H 1.272 4.259 -3.409
H 2.643 2.177 -3.316
H 1.892 0.332 -1.826
O 1.444 -0.013 1.143
C 2.216 0.349 2.242
C 3.679 0.045 1.915
C 4.745 -0.181 2.730
C 5.985 -0.251 2.022
C 5.826 -0.077 0.683
S 4.178 0.176 0.273
C 1.781 -0.459 3.470
C 0.969 -0.089 4.494
C 0.647 -1.163 5.381
C 1.224 -2.333 5.015
S 2.169 -2.141 3.593
C 2.126 1.845 2.575
C 3.091 2.674 3.067
C 2.632 4.011 3.270
C 1.330 4.169 2.916
S 0.658 2.706 2.339
H 4.654 -0.297 3.804
H 6.944 -0.410 2.500
H 6.583 -0.078 -0.088
H 0.592 0.920 4.608
H 0.015 -1.050 6.253
H 1.154 -3.301 5.491
H 4.101 2.355 3.282
H 3.253 4.809 3.658
H 0.721 5.061 2.965
C 0.254 -4.758 0.665
C -0.138 -3.264 0.741
N 0.510 -2.506 -0.337
C 1.961 -2.619 -0.250
C 2.395 -4.106 -0.319
N 1.153 -4.924 -0.532
C 0.442 -4.501 -1.788
C 0.050 -3.011 -1.633
H -0.612 -5.404 0.537
H 0.814 -5.075 1.543
H 0.164 -2.839 1.695
H -1.212 -3.149 0.639
H 2.287 -2.161 0.677
H 2.407 -2.054 -1.068
H 2.844 -4.434 0.616
H 3.086 -4.309 -1.134
H 1.404 -5.903 -0.620
H -0.436 -5.134 -1.901
H 1.119 -4.674 -2.622
H -1.025 -2.904 -1.685
H 0.490 -2.406 -2.427
F -3.093 -0.339 -3.488
C -3.617 -1.420 -2.890
F -4.919 -1.427 -3.110
F -3.065 -2.502 -3.456
S -3.205 -1.365 -1.067
O -1.881 -0.767 -1.111
O -4.282 -0.660 -0.449
N -3.005 -2.869 -0.634
S -4.260 -3.799 -0.268
O -4.912 -3.488 0.967
O -5.046 -4.157 -1.413
C -3.235 -5.287 0.120
F -2.270 -5.495 -0.807
F -3.995 -6.369 0.167
F -2.620 -5.137 1.301

LUMO level (alpha / beta)	-0.021 / -0.021	Eh
HOMO (alpha / beta)	-0.276 / -0.277	Ha
2S+1	4

Population analysis type Löwdin, resulting atomic charges in e: 0.55, -0.42, 0.87, -1.05, 0.71, -0.07, -0.14, -0.07, -0.24, -0.01, -0.05, -0.04, -0.11, 0.06, 0.03, 0.01, 0.02, 0.14, 0.12, 0.11, 0.11, 0.09, -0.33, -0.59, -0.49, -0.15, -0.18, -0.41, 1.06, -0.44, -0.12, -0.18, -0.41, 1.03, -0.44, -0.11, -0.18, -0.40, 1.08, 0.12, 0.10, 0.06, 0.11, 0.11, 0.06, 0.11, 0.10, 0.07, -0.05, -0.18, -0.13, -0.15, -0.05, -0.08, -0.04, -0.13, 0.10, 0.13, 0.07, 0.05, 0.07, 0.11, 0.13, 0.13, 0.18, 0.12, 0.13, 0.07, 0.13, 0.12, -0.66, 0.16, 0.12, 0.59, -0.36, -0.25, -0.32, 0.60, -0.26, -0.26, -0.65, 0.08, 0.16, 0.12

---

Record 6
C29H30F4N9O4PV | ωB97M-V with the def2-TZVPD basis set

Element x y z (Å)
V 0.082 0.038 -0.154
C 0.226 1.839 -2.683
N 0.111 0.443 -2.251
C -1.125 -0.112 -2.834
C 1.276 -0.334 -2.709
C 1.341 -1.715 -2.005
N 0.332 -1.730 -0.962
C -0.192 -2.892 -0.541
C -1.523 -2.882 -0.055
F -2.238 -1.734 -0.251
C -2.132 -3.955 0.536
F -3.384 -3.811 1.026
C -1.489 -5.173 0.633
C -0.229 -5.255 0.062
F 0.416 -6.433 0.107
C 0.395 -4.181 -0.534
F 1.621 -4.360 -1.065
H 0.160 1.921 -3.776
H -0.582 2.422 -2.239
H 1.178 2.264 -2.374
H -1.118 -0.005 -3.928
H -1.216 -1.165 -2.590
H -1.988 0.420 -2.438
H 1.238 -0.461 -3.800
H 2.167 0.240 -2.465
H 1.161 -2.513 -2.733
H 2.345 -1.874 -1.598
H -1.949 -6.028 1.104
C -1.546 4.264 3.033
N -0.778 3.564 2.026
C 0.302 4.043 1.341
C 0.672 3.061 0.470
N -0.159 1.986 0.609
C -1.035 2.318 1.551
P -2.440 1.294 2.076
C -1.478 -0.227 2.289
N -0.348 -0.547 1.650
C 0.199 -1.611 2.328
C -0.610 -1.940 3.375
N -1.665 -1.074 3.351
C -2.779 -1.062 4.273
C -3.241 1.168 0.427
N -2.993 2.027 -0.551
C -3.995 1.862 -1.462
C -4.866 0.901 -1.030
N -4.389 0.478 0.178
C -4.989 -0.514 1.046
H -1.053 5.202 3.273
H -1.622 3.666 3.940
H -2.552 4.475 2.669
H 0.714 5.022 1.516
H 1.467 3.096 -0.253
H 1.139 -2.037 2.016
H -0.532 -2.722 4.111
H -2.830 -2.024 4.777
H -3.709 -0.896 3.732
H -2.662 -0.274 5.021
H -4.025 2.449 -2.366
H -5.764 0.500 -1.469
H -5.866 -0.932 0.561
H -5.287 -0.060 1.993
H -4.282 -1.320 1.246
O 3.030 -1.552 0.931
C 2.981 -0.486 0.338
O 1.920 0.239 0.204
C 4.232 0.074 -0.331
C 5.376 -0.691 -0.521
C 6.433 -0.196 -1.277
C 6.364 1.050 -1.870
C 5.228 1.823 -1.663
C 4.185 1.347 -0.883
N 5.090 3.114 -2.305
O 6.038 3.556 -2.920
O 4.026 3.703 -2.201
H 5.429 -1.681 -0.087
H 7.315 -0.804 -1.424
H 7.152 1.430 -2.504
H 3.321 1.961 -0.716

LUMO level (alpha / beta)	-0.012 / -0.012	Eh
HOMO (alpha / beta)	-0.219 / -0.174	Ha
2S+1	2

Population analysis type Löwdin, resulting atomic charges in e: 0.82, -0.07, -0.34, -0.06, -0.15, -0.17, -0.12, -0.18, -0.15, 0.05, -0.23, 0.07, 0.05, -0.22, 0.09, -0.13, 0.09, 0.10, 0.08, 0.08, 0.10, 0.08, 0.07, 0.13, 0.10, 0.12, 0.10, 0.13, -0.04, -0.12, -0.04, -0.10, -0.02, -0.45, 1.16, -0.45, -0.06, -0.08, -0.04, -0.14, -0.04, -0.48, 0.06, -0.16, -0.07, -0.13, -0.02, 0.09, 0.08, 0.09, 0.12, 0.09, 0.10, 0.12, 0.09, 0.06, 0.09, 0.10, 0.12, 0.10, 0.08, 0.07, 0.06, -0.56, -0.14, -0.10, 0.01, -0.05, 0.00, -0.14, 0.05, -0.35, 0.08, 0.06, 0.12, 0.11, 0.12, 0.10